# 1
11
Properties=species:S:1:pos:R:3:mulliken_charge:R:1 method="wB97M-V/def2-TZVPD" e_above_lowest_ev=7.889 homo_ev="-8.1 / -8.3"
C -0.422 0.701 2.218 0.177
C 0.552 1.195 1.451 -0.334
C -0.064 0.054 -0.432 0.364
C 0.117 -0.791 -1.684 -0.846
N -1.271 -0.184 1.888 -0.111
N -1.665 -0.243 0.717 -0.253
O 0.920 0.328 0.335 -0.205
H 1.293 1.972 1.527 0.351
H 0.698 -0.229 -2.344 0.300
H -0.882 -1.080 -2.223 0.277
H 0.724 -1.723 -1.452 0.280

---

# 2
11
Properties=species:S:1:pos:R:3:mulliken_charge:R:1 method="wB97M-V/def2-TZVPD" e_above_lowest_ev=2.755 homo_ev=-9.1
C 0.568 -0.836 0.547 0.037
C -0.884 1.921 -0.365 -0.145
C -1.655 -1.391 -0.392 0.557
C 1.754 -1.150 0.050 -0.831
N -0.516 -1.052 -0.241 -0.230
N -0.564 2.946 0.057 -0.161
O -2.789 -1.636 -0.588 -0.488
H 0.252 -0.347 1.488 0.378
H 2.604 -0.944 0.534 0.351
H 1.890 -1.473 -1.013 0.237
H -0.660 3.962 -0.076 0.297

---

# 3
11
Properties=species:S:1:pos:R:3:mulliken_charge:R:1 method="wB97M-V/def2-TZVPD" e_above_lowest_ev=7.297 homo_ev=-9.4
C 0.634 0.511 0.344 0.105
C -0.273 1.433 -0.122 -0.034
C -0.626 -1.338 0.030 -0.139
C 0.755 -0.769 -0.386 -0.046
H 0.713 0.528 1.498 0.271
H 0.029 2.540 -0.390 0.315
H -0.826 -2.465 0.330 0.331
H 0.680 -0.821 -1.429 0.273
N -1.389 0.847 -0.169 -0.352
N -1.556 -0.468 0.212 -0.328
O 1.858 0.000 0.081 -0.397